92
Properties=species:S:1:pos:R:3:forces:R:3:lowdin_charge:R:1 method="wB97M-V/def2-TZVPD" relative_energy_kcal_mol=0.00 multiplicity=2 homo_energy_ev="-12.502 / -12.502" fmax_ev_per_a=0.42 charge=+2 s2=0.781 e_tot_ev=-188828.1250
Co -0.1061 0.0484 -0.1001 -0.2 -0.3 0.2 0.027
C 1.6251 6.7387 -3.1274 0.0 0.0 0.0 -0.403
S 2.8314 6.4202 -1.8234 0.0 0.0 0.0 0.819
C 1.7732 6.4429 -0.3457 0.0 0.0 0.0 -0.477
C 1.4598 5.0477 0.1844 0.0 0.0 0.0 -0.257
C 0.6055 4.2455 -0.7836 0.0 0.0 0.0 -0.237
N 0.4496 2.8365 -0.3895 -0.1 0.0 0.0 -0.387
P -0.9444 2.0353 0.1245 0.2 0.1 0.0 0.886
C -1.5604 2.8295 1.6089 -0.1 0.0 0.0 -0.325
C -0.9187 2.5551 2.8182 0.0 0.0 0.0 -0.113
C -1.3112 3.2064 3.9755 0.0 0.0 0.0 -0.066
C -2.3590 4.1198 3.9338 0.0 0.0 0.0 -0.047
C -3.0033 4.3922 2.7353 0.0 0.0 0.0 -0.048
C -2.6027 3.7539 1.5696 0.0 0.0 0.0 -0.068
C -2.1897 2.1507 -1.1707 0.1 0.1 -0.1 -0.336
C -1.7786 2.4786 -2.4641 0.0 0.0 0.0 -0.078
C -2.6920 2.4608 -3.5072 -0.1 0.0 0.0 -0.054
C -4.0135 2.1095 -3.2675 0.0 0.0 0.0 -0.051
C -4.4232 1.7707 -1.9838 0.0 0.0 0.0 -0.054
C -3.5169 1.7897 -0.9361 0.0 -0.1 0.0 -0.105
P 1.4571 1.5064 -0.7192 0.0 0.0 -0.1 0.969
C 2.0862 1.6416 -2.3891 0.0 0.1 0.1 -0.345
C 1.5659 0.8160 -3.3837 -0.1 -0.1 0.0 -0.091
C 2.0051 0.9504 -4.6910 0.0 0.0 0.0 -0.060
C 2.9540 1.9144 -5.0069 0.0 0.0 0.0 -0.046
C 3.4733 2.7415 -4.0180 0.0 0.0 0.0 -0.047
C 3.0471 2.6046 -2.7067 0.0 0.0 0.0 -0.086
C 2.8803 1.5555 0.3876 -0.1 0.1 0.1 -0.345
C 4.0385 0.8557 0.0553 0.0 0.0 0.0 -0.074
C 5.0804 0.7726 0.9675 0.0 0.0 0.0 -0.052
C 4.9738 1.3885 2.2071 0.0 0.0 0.0 -0.054
C 3.8213 2.0880 2.5417 0.0 0.0 0.0 -0.060
C 2.7726 2.1684 1.6376 0.0 -0.1 0.0 -0.115
H 2.1816 6.7899 -4.0616 0.0 0.0 0.0 0.036
H 1.1325 7.6960 -2.9690 0.0 0.0 0.0 0.042
H 0.8800 5.9466 -3.2073 0.0 0.0 0.0 0.023
H 0.8619 6.9935 -0.5862 0.0 0.0 0.0 0.085
H 2.2996 7.0152 0.4169 0.0 0.0 0.0 0.076
H 0.9492 5.1219 1.1502 0.0 0.0 0.0 0.116
H 2.4008 4.5187 0.3563 0.0 0.0 0.0 0.093
H 1.0535 4.2780 -1.7809 0.0 0.0 0.0 0.079
H -0.3944 4.6811 -0.8637 0.0 0.0 0.0 0.129
H -0.1072 1.8334 2.8515 0.0 0.1 0.0 0.088
H -0.8012 3.0053 4.9084 0.0 0.0 0.0 0.113
H -2.6673 4.6288 4.8377 0.0 0.0 0.0 0.118
H -3.8088 5.1134 2.7043 0.0 0.0 0.0 0.119
H -3.0981 3.9799 0.6343 0.0 0.0 0.0 0.110
H -0.7500 2.7540 -2.6638 0.0 0.0 0.0 0.093
H -2.3717 2.7269 -4.5056 0.0 0.0 0.0 0.115
H -4.7268 2.1016 -4.0807 0.0 0.0 0.0 0.117
H -5.4526 1.4961 -1.7967 0.0 0.0 0.0 0.117
H -3.8415 1.5160 0.0613 0.0 0.0 0.0 0.097
H 0.8269 0.0641 -3.1294 0.0 0.0 0.0 0.080
H 1.6101 0.3056 -5.4650 0.0 0.0 0.0 0.112
H 3.2945 2.0186 -6.0286 0.0 0.0 0.0 0.117
H 4.2127 3.4915 -4.2659 0.0 0.0 0.0 0.119
H 3.4620 3.2489 -1.9401 0.0 0.0 0.0 0.099
H 4.1313 0.3843 -0.9158 0.0 0.0 0.0 0.115
H 5.9820 0.2361 0.7045 0.0 0.0 0.0 0.117
H 5.7950 1.3329 2.9091 0.0 0.0 0.0 0.116
H 3.7485 2.5864 3.4997 0.0 0.0 0.0 0.114
H 1.8827 2.7314 1.8902 0.0 0.0 0.0 0.082
O 0.5564 -1.5478 -1.0106 0.1 0.0 -0.1 -0.648
S 0.0324 -2.9987 -0.8914 0.0 0.0 0.0 0.977
C 1.0639 -3.8513 -2.1223 0.0 0.0 0.0 -0.277
C 0.2505 -4.0101 -3.4139 0.0 0.0 0.0 -0.203
C -0.8757 -2.9809 -3.3743 0.0 0.0 0.0 -0.219
C -1.4237 -3.0501 -1.9557 0.0 0.0 0.0 -0.314
H 1.4006 -4.7944 -1.6955 0.0 0.0 0.0 0.098
H 1.9215 -3.1875 -2.2298 0.0 0.0 0.0 0.099
H -0.1778 -5.0124 -3.4563 0.0 0.0 0.0 0.122
H 0.8919 -3.8951 -4.2857 0.0 0.0 0.0 0.123
H -1.6537 -3.1931 -4.1061 0.0 0.0 0.0 0.127
H -0.4955 -1.9752 -3.5702 0.0 0.0 0.0 0.102
H -1.9216 -4.0010 -1.7505 0.0 0.0 0.0 0.115
H -2.0846 -2.2340 -1.6673 0.0 0.0 0.0 0.075
C 1.1185 -1.2427 2.5256 0.1 0.0 0.0 0.008
N -0.0263 -0.8102 3.3159 0.0 -0.1 0.0 -0.106
C 0.0106 -0.4810 4.6566 0.0 0.0 0.0 -0.014
C -1.2497 -0.1532 5.0157 0.0 0.0 0.0 -0.022
N -2.0379 -0.2780 3.8928 0.0 -0.1 0.0 -0.109
C -3.4589 0.0452 3.8173 0.0 0.0 0.0 -0.003
C -1.2833 -0.6831 2.8589 -0.1 0.1 0.0 -0.636
Se -1.9321 -1.0215 1.1352 0.0 0.0 -0.1 0.827
H 1.8419 -1.7196 3.1825 0.0 0.0 0.0 0.113
H 1.6019 -0.3916 2.0382 0.0 0.0 0.0 0.079
H 0.7856 -1.9648 1.7848 0.0 0.0 0.0 0.059
H 0.9180 -0.5348 5.2317 0.0 0.0 0.0 0.139
H -1.6573 0.1381 5.9675 0.0 0.0 0.0 0.140
H -3.8183 0.2380 4.8236 0.0 0.0 0.0 0.105
H -4.0076 -0.7904 3.3911 0.0 0.0 0.0 0.091
H -3.5986 0.9310 3.1957 0.0 0.0 0.0 0.089